No. 1
Computed, not measured: a molecular structure, C30H85O14V in a non-equilibrium geometry, with wB97M-V/def2-TZVPD.

```
130
C30H85O14V wB97M-V/def2-TZVPD
V 1.851 -1.534 2.333
O -0.498 0.066 -0.879
H -0.477 0.993 -1.124
H -1.202 -0.113 -0.252
H 0.312 -0.270 -0.487
C 2.022 -5.716 1.733
C 3.044 -4.670 1.323
C 2.990 -4.385 -0.107
O 2.792 -3.516 2.076
H 1.987 -5.921 2.803
H 2.289 -6.651 1.241
H 0.972 -5.531 1.508
H 4.024 -5.134 1.433
H 3.186 -5.251 -0.739
H 3.820 -3.712 -0.323
H 2.042 -3.907 -0.353
C 2.504 -0.053 -1.736
C 2.932 -0.236 -0.355
C 3.834 0.999 -0.087
O 1.788 -0.345 0.494
H 3.422 -0.063 -2.323
H 1.795 0.737 -1.985
H 1.842 -0.862 -2.045
H 3.540 -1.127 -0.198
H 3.300 1.877 -0.450
H 4.657 1.027 -0.801
H 4.176 1.057 0.947
C -0.280 -3.770 4.062
C -1.004 -2.393 3.776
C -1.137 -1.656 5.147
O -0.452 -1.733 2.678
H -0.457 -4.154 5.067
H 0.809 -3.720 4.022
H -0.521 -4.491 3.281
H -2.013 -2.710 3.513
H -1.262 -2.176 6.097
H -1.933 -0.920 5.037
H -0.230 -1.061 5.254
C 1.760 1.098 5.070
C 3.060 0.449 4.631
C 4.118 0.570 5.711
O 2.929 -0.854 4.161
H 2.046 2.122 5.315
H 1.350 0.678 5.989
H 1.084 1.051 4.217
H 3.463 1.035 3.805
H 3.914 -0.056 6.580
H 4.112 1.606 6.050
H 5.079 0.340 5.251
C -0.706 -3.253 -1.312
C -1.871 -3.358 -0.249
O -2.120 -2.129 0.235
H -1.022 -2.811 -2.257
H -0.176 -4.196 -1.448
H 0.051 -2.596 -0.883
H -1.520 -4.017 0.546
H -2.726 -3.867 -0.694
H -1.786 -2.206 1.132
C 1.213 -2.892 -5.232
C 1.502 -1.523 -5.719
O 1.692 -0.638 -4.653
H 0.440 -2.782 -4.471
H 2.035 -3.334 -4.669
H 0.820 -3.568 -5.991
H 0.798 -1.165 -6.471
H 2.453 -1.608 -6.245
H 2.586 -0.294 -4.583
C -1.824 3.759 -1.571
C -0.619 3.927 -0.678
O 0.243 2.719 -0.741
H -1.632 3.459 -2.601
H -2.238 4.764 -1.655
H -2.510 3.029 -1.142
H -0.939 4.110 0.348
H -0.014 4.762 -1.030
H 0.847 2.813 -0.001
C 3.153 4.598 1.386
C 2.470 3.761 2.428
O 1.450 3.004 1.852
H 2.739 5.579 1.152
H 2.958 3.994 0.500
H 4.200 4.824 1.588
H 2.039 4.266 3.293
H 3.207 3.016 2.727
H 1.199 2.271 2.420
C -4.889 -1.468 1.900
C -5.439 -1.558 3.285
O -4.594 -2.553 3.894
H -3.831 -1.207 1.925
H -5.340 -0.709 1.260
H -5.208 -2.403 1.439
H -6.495 -1.827 3.305
H -5.268 -0.623 3.817
H -3.716 -2.170 3.950
C -4.517 -0.814 -1.902
C -5.805 -0.105 -2.394
O -6.050 0.753 -1.318
H -4.147 -1.416 -2.732
H -4.795 -1.401 -1.027
H -3.770 -0.053 -1.675
H -6.620 -0.807 -2.570
H -5.842 0.448 -3.333
H -6.862 1.239 -1.479
C -0.635 2.658 -5.646
C -1.580 1.425 -5.561
O -1.222 0.620 -4.476
H -0.820 3.350 -6.468
H 0.417 2.376 -5.694
H -0.729 3.217 -4.716
H -1.383 0.827 -6.451
H -2.635 1.692 -5.490
H -0.265 0.570 -4.411
C -3.540 1.864 1.428
C -2.446 1.253 2.347
O -1.635 0.524 1.507
H -4.009 1.134 0.768
H -3.285 2.721 0.806
H -4.295 2.124 2.170
H -2.837 0.679 3.187
H -1.893 2.023 2.885
H -1.344 -0.133 2.143
C 3.438 3.837 -3.697
C 2.027 4.339 -4.017
O 1.872 4.652 -5.344
H 4.021 4.704 -3.386
H 3.828 3.135 -4.434
H 3.371 3.308 -2.747
H 1.718 5.175 -3.390
H 1.267 3.573 -3.863
H 2.015 5.594 -5.463
```

Output
- Relative energy (zero: lowest compared OMol25 entry of this formula, charge and spin): 0.0 kcal per mole
- Charge: -1
- Spin multiplicity: 4
- Total energy: -86836.8865 eV
- Orbital gap (alpha / beta): 0.1850 / 0.2396 Eh
- Expectation value of S²: 3.755
- LUMO energy (alpha / beta): 1.958 / 1.958 eV

=====

No. 2
Computed, not measured: a molecular structure, C30H86HfN6O15S in a non-equilibrium geometry, with wB97M-V/def2-TZVPD.

```
139
C30H86HfN6O15S wB97M-V/def2-TZVPD
Hf -3.192 -3.405 2.238
S -2.288 -6.271 2.501
O -3.205 -5.409 3.333
O -1.246 -6.828 3.318
O -2.995 -7.158 1.626
O -1.782 -5.064 1.764
C -5.060 0.505 1.810
C -5.114 -0.574 0.744
C -4.368 -0.109 -0.526
O -4.721 -1.824 1.236
H -4.075 0.545 2.278
H -5.857 0.488 2.558
H -5.292 1.502 1.429
H -6.191 -0.649 0.556
H -4.801 0.839 -0.852
H -4.596 -0.753 -1.377
H -3.298 0.008 -0.354
C -0.671 -1.331 -0.819
C -0.620 -1.338 0.716
C -0.860 0.080 1.221
O -1.279 -2.388 1.323
H -1.701 -1.281 -1.186
H -0.296 -2.247 -1.282
H -0.074 -0.533 -1.260
H 0.469 -1.442 0.829
H -1.900 0.205 1.548
H -0.640 0.838 0.473
H -0.327 0.352 2.138
C 2.569 0.266 -2.228
C 2.351 0.378 -3.760
C 1.399 -0.646 -4.368
O 1.960 -1.937 -4.051
C 1.053 -2.882 -4.548
N 1.951 1.765 -3.936
H 1.847 0.811 -1.617
H 3.521 0.713 -1.940
H 2.528 -0.773 -1.896
H 3.323 0.268 -4.247
H 1.379 -0.554 -5.456
H 0.437 -0.484 -3.872
H 1.527 -3.858 -4.420
H 0.925 -2.882 -5.638
H 0.057 -2.841 -4.100
H 1.010 1.862 -3.576
H 1.945 2.052 -4.907
C -1.074 2.534 -1.843
C -2.013 2.088 -2.930
C -3.343 2.912 -2.936
O -2.937 4.280 -2.933
C -4.023 5.195 -2.856
N -1.336 2.245 -4.229
H -1.673 2.443 -0.934
H -0.802 3.580 -1.991
H -0.127 2.002 -1.776
H -2.368 1.062 -2.811
H -3.835 2.668 -1.987
H -4.028 2.722 -3.765
H -4.842 5.073 -3.568
H -3.632 6.210 -2.896
H -4.451 5.000 -1.867
H -1.950 2.057 -5.015
H -1.241 3.257 -4.295
C 2.368 3.763 1.499
C 1.957 4.137 2.936
C 3.169 3.883 3.951
O 3.778 2.614 3.765
C 2.861 1.528 3.880
N 1.527 5.524 3.088
H 2.857 4.608 1.015
H 1.448 3.524 0.960
H 3.030 2.897 1.493
H 1.112 3.550 3.302
H 2.930 4.057 5.005
H 3.935 4.651 3.817
H 2.176 1.611 4.727
H 3.509 0.655 3.937
H 2.170 1.354 3.048
H 0.867 5.651 2.320
H 2.255 6.161 2.772
C 5.183 -3.456 1.086
C 5.373 -2.151 0.273
C 5.201 -0.922 1.138
O 3.983 -0.974 1.855
C 2.855 -0.527 1.091
N 6.761 -2.239 -0.233
H 5.639 -4.335 0.631
H 4.126 -3.653 1.271
H 5.649 -3.333 2.065
H 4.760 -2.166 -0.633
H 5.443 -0.040 0.532
H 6.031 -0.846 1.844
H 1.991 -0.616 1.751
H 2.701 -1.335 0.369
H 2.886 0.457 0.624
H 6.950 -3.184 -0.542
H 6.783 -1.707 -1.098
C -3.340 3.356 1.284
C -2.031 4.112 1.622
C -1.508 5.063 0.515
O -0.464 5.904 1.014
C 0.019 6.720 -0.056
N -2.214 4.888 2.840
H -3.100 2.519 0.624
H -4.000 3.995 0.692
H -3.855 2.991 2.169
H -1.313 3.319 1.872
H -2.332 5.626 0.072
H -1.039 4.444 -0.253
H -0.772 7.226 -0.611
H 0.745 6.250 -0.720
H 0.529 7.519 0.486
H -1.342 5.390 2.990
H -2.134 4.131 3.514
C 1.756 -4.705 -1.544
C 0.469 -5.156 -0.881
C -0.543 -5.683 -1.890
O -1.850 -5.793 -1.349
C -2.741 -6.589 -2.104
N 0.739 -6.104 0.208
H 2.049 -5.301 -2.416
H 2.644 -4.759 -0.914
H 1.780 -3.732 -2.041
H -0.067 -4.329 -0.404
H -0.140 -6.656 -2.201
H -0.537 -5.110 -2.823
H -2.536 -6.436 -3.168
H -3.787 -6.293 -2.023
H -2.618 -7.628 -1.795
H 1.143 -6.967 -0.143
H -0.182 -6.416 0.510
O 1.313 -3.974 1.943
H 1.023 -4.692 1.345
H 0.813 -3.205 1.658
O -2.905 -1.310 3.517
H -2.395 -0.497 3.429
H -3.381 -1.217 4.352
O 1.188 -1.175 5.171
H 1.904 -1.520 4.627
H 0.627 -0.697 4.555
```

Output
- Total energy: -84294.1820 eV
- Orbital gap: 0.2317 Eh
- LUMO energy: -2.707 eV